DFT (the ωB97M-V functional and the def2-TZVPD basis) results for a molecular structure, C22H23Cl34F4NO3S.

total charge = 0
LUMO = -0.141 eV
HOMO energy = -9.8 eV
gap between HOMO and LUMO = 9.7 eV
molar mass = 1662.89 u

Last column: Mulliken charge in e.
Cartesian coordinates (Å):
C1 -3.5384 1.0795 -3.5768  -0.915
C2 -3.5409 1.0750 -1.9060  0.909
N1 -2.1214 0.6076 -1.5209  0.212
C3 -1.8879 0.8464 -0.0505  -2.055
O1 -1.2913 2.1424 0.1046  0.341
S1 0.3352 2.3029 -0.2600  1.134
O2 0.8724 3.5797 0.4973  -0.744
O3 0.6883 2.5291 -1.7600  -0.612
C4 1.2695 0.8482 0.5041  0.182
C5 0.3610 -0.4656 0.1384  -0.826
C6 1.2166 -1.8217 0.3948  -0.208
C7 2.6488 -1.8743 -0.4692  -0.364
C8 2.3835 -2.0121 -2.0818  -0.541
Cl1 2.7179 -0.4792 -3.0678  0.024
C9 -1.1795 -0.4350 0.7678  2.034
C10 -1.9335 -1.7208 0.1023  -1.099
C11 -2.0391 -3.1495 0.7702  0.013
C12 -1.8765 -4.2809 -0.4608  -0.984
Cl2 -0.9621 -3.7251 2.1184  -0.153
C13 -1.2635 -0.3098 2.3893  0.622
F1 -0.0506 -0.8509 3.1155  -0.295
F2 -2.4342 -1.0499 3.0075  -0.209
C14 -1.4611 1.1681 3.0667  -0.206
F3 -2.8157 1.7868 2.8073  -0.183
F4 -0.3384 2.1139 2.9182  -0.170
H1 -3.2307 2.1488 -4.0034  0.294
H2 -4.5663 0.6981 -4.0063  0.310
H3 -2.6485 0.3586 -3.9084  0.213
H4 -3.6876 2.2216 -1.6101  -0.852
H5 -4.3808 0.3788 -1.4822  0.305
H6 -1.5064 1.1682 -2.1453  0.388
H7 -2.9835 0.8953 0.4260  0.498
H8 1.5377 0.9775 1.6330  -0.580
H9 2.3179 0.8494 -0.0693  0.534
H10 0.2293 -0.4178 -1.0496  0.193
H11 0.6302 -2.7784 -0.0146  -0.493
H12 1.5224 -2.0474 1.5002  0.198
H13 3.4033 -1.0370 -0.1568  0.349
H14 3.1517 -2.9029 -0.1297  0.160
H15 1.2814 -2.4422 -2.2000  0.311
H16 3.0937 -2.8874 -2.4638  0.279
H17 -1.4480 -1.8627 -0.9812  0.279
H18 -3.0563 -1.3687 -0.1155  0.293
H19 -3.1646 -3.3208 1.1424  0.451
H20 -0.7017 -4.4255 -0.5871  0.239
H21 -2.3930 -5.2994 -0.2049  0.339
H22 -2.2471 -3.8299 -1.5016  0.258
H23 -1.5032 0.9437 4.2428  0.274
C15 -4.0044 4.6498 0.5966  0.316
Cl3 -2.2687 4.7327 0.9903  -0.050
Cl4 -4.7776 3.3842 1.5841  -0.087
Cl5 -4.7676 6.2221 0.9426  -0.106
Cl6 -4.2037 4.2601 -1.1305  -0.191
C16 6.2466 -2.1738 -1.8275  0.205
Cl7 7.9822 -2.0909 -1.4338  -0.096
Cl8 5.4733 -3.4394 -0.8400  -0.088
Cl9 5.4833 -0.6015 -1.4815  0.022
Cl10 6.0473 -2.5635 -3.5546  -0.027
C17 3.1330 1.8846 4.8269  0.259
Cl11 3.9908 1.1731 6.2169  -0.107
Cl12 2.0203 3.1523 5.4010  -0.093
Cl13 4.3154 2.5978 3.7009  -0.089
Cl14 2.2053 0.6154 3.9884  -0.010
C18 -4.6433 -1.1620 6.3912  0.291
Cl15 -5.7622 -2.5105 6.0687  -0.102
Cl16 -3.5550 -0.9469 4.9969  0.084
Cl17 -5.5755 0.3335 6.6532  -0.111
Cl18 -3.6803 -1.5242 7.8458  -0.111
C19 4.9997 3.0021 -4.0853  0.159
Cl19 5.3038 1.2889 -4.4682  -0.010
Cl20 3.6510 3.1215 -2.9271  0.034
Cl21 6.4643 3.7192 -3.3673  -0.077
Cl22 4.5798 3.8790 -5.5783  -0.106
C20 -8.2688 -6.1519 5.3055  0.353
Cl23 -7.4094 -4.6047 5.5104  -0.072
Cl24 -8.2639 -6.6106 3.5838  -0.100
Cl25 -7.4518 -7.4159 6.2591  -0.096
Cl26 -9.9500 -5.9765 5.8686  -0.094
C21 6.4582 7.7324 -2.3820  0.287
Cl27 5.3463 6.3491 -2.2255  -0.004
Cl28 5.6600 9.2071 -1.7797  -0.104
Cl29 7.9304 7.4219 -1.4276  -0.101
Cl30 6.8962 7.9516 -4.0950  -0.097
C22 3.3971 -2.5663 -6.7980  0.315
Cl31 5.1328 -2.4833 -6.4043  -0.093
Cl32 2.6239 -3.8318 -5.8105  -0.104
Cl33 2.6338 -0.9939 -6.4520  -0.049
Cl34 3.1978 -2.9559 -8.5251  -0.095